The following is a quantum chemistry calculation of a molecular structure, C11H20EuN3P2, from the OMol25 dataset.

```
! RIJCOSX wB97M-V def2-TZVPD def2/J DEFGRID3
* xyz 0 7
Eu 1.12358 0.98107 -2.19542
P 1.69155 3.67824 -1.22605
P -0.52448 0.75109 0.03693
N 1.25448 0.33211 2.10880
N -0.63043 1.86511 2.53595
N -1.03121 -0.56329 2.37371
C 0.80975 1.59463 2.74800
C -0.76110 -4.16367 -3.65226
C 0.73182 -2.41420 -3.34714
C -0.93798 2.18784 1.14063
C -0.83654 -1.93333 -3.01812
C -1.42462 0.71130 3.01858
C 0.41667 -0.79363 2.58341
C 1.26176 0.43528 0.63307
C 0.60149 -3.75537 -3.70987
C -1.39544 -0.59417 0.95577
C -1.59289 -3.08285 -3.24678
H 0.97075 1.49196 3.83417
H -0.38741 3.08151 0.81302
H 1.39793 2.43276 2.34720
H 1.94586 1.25573 0.33386
H -2.48653 0.90024 2.80805
H -1.13125 -1.56374 0.50843
H -1.25308 0.60939 4.10238
H 2.05289 4.10955 0.09598
H -2.01693 2.37739 1.03623
H -2.67583 -3.14507 -3.13057
H 1.42987 -4.40432 -3.99679
H 0.71116 -1.71219 2.05713
H 2.81802 4.28668 -1.87522
H 0.58140 -0.89924 3.66859
H -1.11808 -5.16474 -3.88773
H -2.47877 -0.43831 0.84309
H 0.78172 4.75596 -1.48923
H -1.15198 -0.92727 -2.71157
H 1.62223 -1.77420 -3.28800
H 1.63161 -0.50823 0.19177
*
```

***

The following is a quantum chemistry calculation of a molecular structure, C10H18N, from the OMol25 dataset.

```
! RIJCOSX wB97M-V def2-TZVPD def2/J DEFGRID3
* xyz 1 1
N 1.23142 -1.69850 0.84777
C 1.22743 -0.93259 -0.49049
C 3.23219 0.75091 -0.08712
C -0.16236 -0.13819 -0.58243
C -2.44606 -0.95469 0.22333
C -0.72902 0.02502 -2.01008
C 1.76513 0.43421 -0.20289
C -0.24038 2.16376 0.36178
C -1.50676 1.31337 0.74668
C -1.24115 -0.15185 0.54605
C 0.60504 1.07618 -0.11700
H 0.26938 -2.25048 0.98416
H -0.42733 2.91620 -0.50155
H 2.13827 -2.15340 0.92591
H 3.80744 0.10216 0.58741
H 3.80887 0.94406 -1.07587
H -1.78727 1.53449 1.82914
H -0.83932 -0.72931 1.39776
H 1.22636 -0.89738 1.61112
H 3.31776 1.79740 0.37814
H -2.08486 -1.96270 -0.12168
H -1.00824 -0.88721 -2.45544
H 0.24589 2.66231 1.23739
H -1.38351 0.88621 -2.15385
H -2.30752 1.65819 -0.00446
H -3.03468 -0.81890 1.12935
H -2.92335 -0.48704 -0.59886
H 0.09590 0.20138 -2.60973
H 1.37697 -1.58860 -1.28825
*
```

Properties
* ΔE to the lowest compared entry with this formula, charge and spin: 72.83 kcal/mol

***

The following is a quantum chemistry calculation of a molecular structure, C19H28N4O, from the OMol25 dataset.

```
! RIJCOSX wB97M-V def2-TZVPD def2/J DEFGRID3
* xyz 0 1
O -4.18556 -0.60094 1.69550
N -3.98400 0.24700 -0.23535
N 0.67767 0.87162 1.46191
N 4.13399 -0.13596 -0.10860
N 1.29889 1.76719 -0.58805
C 6.01674 -1.57597 -0.02594
C -1.74748 0.57452 0.62721
C 0.09124 1.22424 -0.78219
C 5.44456 -0.57219 -0.47327
C -4.59546 -0.21057 0.72129
C 2.28416 2.10887 -1.39306
C -6.05190 -1.74542 -0.46178
C -5.93992 -0.35655 0.33636
C 3.83143 0.35534 1.05631
C 3.21144 -1.12066 -0.63814
C 1.61870 1.56022 0.83860
C 5.02444 -2.89651 -0.43297
C -7.59897 -2.03712 -0.75395
C 3.68685 -2.66322 -0.06285
C -2.65804 0.54714 -0.17639
C -2.10460 1.13811 -1.70345
C 2.91226 1.59155 1.57402
C -0.75852 1.61323 -1.72047
C -0.45213 0.95071 0.48246
H 3.51556 2.35494 1.10790
H 5.20259 -2.86548 -1.80726
H 3.23836 1.66520 -1.43576
H 2.54966 3.35366 -1.45243
H 2.97922 -3.50655 -0.59940
H -4.53237 0.54760 -1.22452
H -8.04151 -1.18588 -1.48865
H 2.14594 -1.06760 -0.38406
H -2.85502 1.20380 -2.27891
H 2.90204 1.84193 2.53288
H 5.49146 -3.62532 -0.13708
H -8.39275 -2.08633 0.10227
H -2.13225 0.04755 1.72277
H -6.59212 -0.66601 1.32568
H 1.90349 1.98007 -2.34772
H 4.69444 0.28496 1.83394
H 5.95314 -1.72522 1.11446
H 3.24989 -1.14851 -1.66229
H -5.46945 -1.79587 -1.32700
H -5.77406 -2.47003 0.02570
H 3.14499 -0.52568 2.06875
H 5.56626 -0.42798 -1.40532
H 5.92472 0.56134 0.01626
H -7.68104 -2.90831 -1.46406
H 7.01028 -1.83671 -0.06262
H -6.34763 0.32945 -0.21662
H -0.40290 1.73327 -2.66084
H 3.53168 -2.76813 0.95567
*
```

Properties
* ΔE to the lowest compared entry with this formula, charge and spin: 458.09 kcal/mol

***

The following is a quantum chemistry calculation of a single C17H18O4S molecule, from the OMol25 dataset.

```
! RIJCOSX wB97M-V def2-TZVPD def2/J DEFGRID3
* xyz 0 1
S -1.91924 -1.47944 -0.72836
O -0.61191 -1.69366 -1.29566
O 1.50792 -1.73375 0.77839
O -3.05414 -1.93904 -1.48768
O -0.15113 -0.36551 1.47641
C 2.48139 0.52067 0.96743
C -2.46546 2.96586 0.11138
C 0.28122 -1.45470 1.19260
C -0.56201 -2.71594 1.28458
C 2.44473 -0.76093 0.44165
C -1.97925 -2.34493 0.90145
C -3.31988 0.71209 0.13814
C -1.11172 1.14838 -0.71141
C -3.48318 2.06191 0.39594
C 5.52123 1.95282 -0.79784
C 4.45135 1.00334 -0.35232
C 3.40930 -1.16670 -0.47463
C -2.13193 0.26962 -0.40728
C 4.40026 -0.28989 -0.86389
C 3.48183 1.38893 0.56150
C -2.62759 4.42419 0.41193
C -1.28150 2.49462 -0.44857
H -0.15398 -3.45834 0.60019
H -0.20246 0.76357 -1.14502
H -0.48701 3.18971 -0.67733
H -0.51825 -3.10445 2.30534
H -2.41476 -1.64166 1.60602
H 6.48744 1.45390 -0.83285
H -4.10801 0.00336 0.34134
H 1.73888 0.84551 1.67669
H 3.35888 -2.16771 -0.87195
H 3.50420 2.38765 0.97312
H -4.40960 2.41728 0.82321
H 5.14535 -0.61029 -1.57734
H 5.58893 2.80614 -0.12813
H -2.05846 4.68361 1.30451
H -3.67057 4.67410 0.58730
H 5.29998 2.32061 -1.79981
H -2.62420 -3.20837 0.77017
H -2.25189 5.03013 -0.40972
*
```

Properties
* ΔE to the lowest compared entry with this formula, charge and spin: 0.00 kcal/mol
* SMILES: Cc1ccc(OC(=O)CCS(=O)(=O)c2ccc(C)cc2)cc1

***

The following is a quantum chemistry calculation of 13 unconnected molecules or ions with the total composition C40H80Cl6F12O26S6, from the OMol25 dataset.

```
! RIJCOSX wB97M-V def2-TZVPD def2/J DEFGRID3
* xyz 0 1
Cl 21.02681 14.24027 13.36088
Cl 23.28773 17.49158 18.41234
Cl 20.07717 20.41222 18.58355
Cl 22.66500 14.31125 16.38663
Cl 11.32009 10.26157 14.54863
Cl 13.35265 11.54395 17.03382
S 22.02884 15.88868 23.75314
S 19.05059 18.22372 10.31856
S 17.61614 11.73580 21.59448
S 22.23403 20.99118 14.75161
S 12.18578 20.04118 18.27990
S 21.21180 13.05225 20.05076
F 15.15504 15.33873 16.11494
F 14.47494 14.83749 14.09762
F 16.24348 13.87668 14.88639
F 12.15521 20.73981 14.36812
F 10.54786 19.91575 13.07034
F 21.66124 8.74687 13.11889
F 17.54917 13.51420 11.76206
F 18.46999 12.58999 10.12876
F 16.45935 13.52042 9.86945
F 19.75496 7.89475 13.56372
F 19.91887 9.55382 12.15432
F 10.03109 21.23516 14.68638
O 11.50064 18.29690 15.40596
O 9.40618 18.98866 15.74011
O 22.23881 19.39345 14.87244
O 20.79064 11.03600 14.36411
O 23.05116 15.67219 24.90196
O 16.66662 10.47718 10.31860
O 13.80108 19.95364 18.29167
O 17.69482 12.43638 22.87604
O 20.15738 17.40240 9.58722
O 21.43161 17.22207 23.89361
O 17.50457 16.29249 15.22028
O 23.59848 21.42089 14.54317
O 11.76023 20.95523 17.26896
O 16.22196 11.51020 12.26046
O 21.50285 21.47020 15.87058
O 20.80241 12.91341 21.42400
O 17.86557 12.76399 20.47945
O 19.41978 9.63071 15.48236
O 20.56582 13.87746 19.11756
O 11.67605 18.68923 18.33904
O 19.44977 18.59047 11.64788
O 18.78924 19.30195 9.40141
O 18.47521 10.68118 21.24110
O 22.61027 15.39914 22.51780
O 16.48753 16.67373 13.24274
O 21.15924 11.58885 19.39481
C 15.70060 10.19003 14.33707
C 20.34888 9.00941 13.29913
C 8.00532 17.05633 15.86460
C 17.25896 12.81310 10.67486
C 16.53528 16.16712 14.30287
C 23.14752 18.64184 14.02048
C 19.38408 10.61502 16.50704
C 16.53881 14.68874 19.54660
C 22.96354 16.52614 26.08085
C 22.16663 16.43762 10.39554
C 15.60807 15.00518 14.83558
C 14.62508 18.70803 16.44145
C 21.64254 18.23999 18.34644
C 17.69038 17.02988 10.45689
C 9.17092 17.72564 16.40238
C 16.67850 11.42951 11.03133
C 22.98107 13.42124 19.95148
C 10.62013 19.08578 15.23108
C 18.18024 11.52727 16.53997
C 17.42226 14.17208 20.68541
C 21.82733 10.48505 20.04265
C 15.96409 11.20089 21.25623
C 11.78703 12.01834 14.74224
C 21.27173 21.22491 13.25645
C 20.13330 10.01114 14.43603
C 21.70336 19.75816 18.66045
C 18.59753 17.14685 14.80603
C 15.67204 10.27319 12.79298
C 22.93442 13.13324 15.03962
C 11.89925 20.71290 19.86579
C 24.03636 16.07266 27.05143
C 21.58348 9.31922 19.14313
C 23.54808 17.44283 14.82254
C 22.69351 13.71849 13.65694
C 12.07999 12.38028 16.17331
C 10.85601 20.28042 14.34963
C 18.72866 18.35427 15.72514
C 20.73184 14.76050 24.03812
C 20.71986 16.22022 10.15826
C 14.49916 20.06798 17.07237
H 17.64872 16.19188 9.69797
H 23.82826 15.06544 27.36228
H 15.81376 11.35769 20.17300
H 23.04816 17.58719 25.79194
H 18.31683 18.18175 16.72010
H 12.64372 12.21433 14.09894
H 14.60442 10.25416 12.39650
H 18.09874 19.18277 15.41265
H 21.12161 17.70093 19.14981
H 21.22617 18.05801 17.30897
H 24.02368 16.72922 27.96454
H 18.26843 12.27468 15.75906
H 24.96620 16.08452 26.48615
H 18.42500 14.69260 20.79067
H 20.50975 9.11013 19.06878
H 16.74377 10.10528 14.62758
H 10.79181 20.59708 20.01640
H 16.81530 14.11877 21.62174
H 20.26277 15.90506 11.13921
H 21.57117 20.47724 12.50763
H 15.27490 11.90800 21.72255
H 22.70282 16.82312 15.08215
H 23.27271 14.19145 20.64126
H 22.39495 20.23229 17.94128
H 12.43493 13.41933 16.21905
H 15.36672 18.75755 15.65498
H 22.26356 17.30960 11.03648
H 19.48758 16.54303 14.83137
H 8.10122 16.81606 14.77781
H 22.07413 19.93938 19.70164
H 23.33418 14.68715 13.56729
H 12.31568 21.73760 19.84345
H 20.23764 21.14010 13.51197
H 21.96024 16.47292 26.47209
H 24.04410 17.81402 15.68360
H 16.83776 14.44340 18.55694
H 21.55012 22.21621 12.92958
H 15.94142 10.22135 21.71212
H 24.02424 19.34803 13.80094
H 18.46088 17.49752 13.83710
H 22.11481 8.43511 19.59659
H 15.27496 10.98289 14.91291
H 13.98792 20.76127 16.43714
H 17.21989 10.99108 16.71423
H 10.11897 17.12251 16.28607
H 24.24517 16.88122 14.21540
H 23.97266 12.80598 15.04383
H 23.48800 12.54363 20.11082
H 20.89288 13.76875 23.55128
H 22.12638 9.43444 18.22790
H 16.85941 17.73361 10.43146
H 15.41365 20.55980 17.35063
H 15.50392 14.26574 19.66494
H 10.80626 12.52566 14.42639
H 22.54961 18.25063 13.13904
H 19.92308 15.17821 23.48802
H 14.99580 17.91928 17.18521
H 12.44240 20.10077 20.56022
H 7.97482 16.00862 16.33373
H 15.18291 9.29977 14.48402
H 20.53081 15.38780 9.43274
H 22.91027 10.67464 20.22038
H 19.74627 18.65180 15.85348
H 9.09143 17.97347 17.46340
H 16.22839 9.44861 12.25729
H 22.27689 12.31021 15.23166
H 22.90437 12.95611 12.92028
H 18.29556 12.11783 17.50637
H 11.16338 12.39936 16.81345
H 13.72196 18.30806 16.08560
H 19.42435 9.94378 17.41662
H 20.47224 14.68670 25.08530
H 20.31429 11.13579 16.43556
H 16.40383 15.72656 19.63085
H 22.63233 15.55079 10.89148
H 23.04981 13.70260 18.86562
H 21.41242 10.27017 20.98562
H 17.88004 16.72190 11.44744
H 7.02753 17.42326 16.08008
H 22.68622 16.59565 9.48654
*
```

***

Number 1: calculated total energy -54095.9429 eV, maximum force 3.37 eV/Å. Number 2: calculated total energy -12142.5820 eV, maximum force 3.99 eV/Å. Number 3: calculated total energy -28147.0079 eV, maximum force 17.15 eV/Å. Number 4: calculated total energy -36946.2475 eV, maximum force 0.78 eV/Å. Number 5: calculated total energy -268765.0993 eV, maximum force 3.93 eV/Å.